The following is a quantum chemistry calculation of a cluster of 17 separate species, C26H18Cl64O3S in total in a non-equilibrium geometry, from the Open Molecules 2025 dataset.

The value obtained for the highest occupied orbital energy is -0.3400 hartree. The max |F| is 4.267 eV/A. The frontier orbital gap comes out at 9.03 eV. The value obtained for the total energy is -845657.43981 eV.

```
! wB97M-V def2-TZVPD RIJCOSX def2/J DEFGRID3
* xyz 0 1
C -0.642 -4.523 3.978
C -0.664 -3.859 2.751
C -1.981 -3.456 1.964
C -3.046 -2.690 2.854
C -2.958 -1.125 2.565
O -4.239 -0.460 2.500
S -5.036 -0.993 1.138
O -4.245 -0.776 -0.121
O -6.334 -0.259 1.107
C -5.241 -2.825 1.372
C -6.734 -3.318 1.184
C -7.494 -3.682 2.518
C -7.716 -2.428 3.499
C -4.538 -3.287 2.710
H 0.099 -5.370 4.074
H -1.316 -4.312 4.844
H 0.340 -3.631 2.262
H -2.418 -4.421 1.568
H -1.657 -2.811 1.096
H -2.758 -2.820 3.944
H -2.350 -0.648 3.386
H -2.403 -0.891 1.603
H -4.643 -3.289 0.528
H -7.362 -2.530 0.663
H -6.727 -4.207 0.479
H -8.540 -4.000 2.209
H -7.071 -4.580 3.063
H -7.120 -2.585 4.438
H -8.813 -2.422 3.808
H -7.535 -1.445 2.990
H -4.391 -4.410 2.698
H -5.091 -2.997 3.646
C 1.482 -0.396 1.522
Cl 1.453 0.829 2.807
Cl 3.165 -0.820 1.148
Cl 0.607 -1.848 2.069
Cl 0.696 0.251 0.068
C 6.230 -1.818 3.304
Cl 5.582 -3.392 3.799
Cl 5.268 -0.524 4.045
Cl 7.919 -1.684 3.849
Cl 6.137 -1.692 1.535
C 3.597 3.102 -0.772
Cl 2.208 4.155 -0.442
Cl 3.176 1.964 -2.068
Cl 4.981 4.091 -1.280
Cl 4.021 2.203 0.697
C 4.550 7.152 -3.878
Cl 3.127 6.960 -2.836
Cl 4.597 5.831 -5.062
Cl 4.454 8.705 -4.729
Cl 6.022 7.110 -2.886
C 6.573 0.570 -3.849
Cl 5.895 0.208 -2.250
Cl 8.312 0.215 -3.848
Cl 5.761 -0.428 -5.072
Cl 6.322 2.286 -4.224
C -7.911 3.230 0.777
Cl -7.944 4.448 2.067
Cl -6.230 2.812 0.404
Cl -8.774 1.775 1.315
Cl -8.697 3.882 -0.675
C 2.357 -3.504 -2.033
Cl 3.074 -5.010 -2.640
Cl 2.134 -3.620 -0.278
Cl 3.435 -2.145 -2.406
Cl 0.784 -3.243 -2.811
C -4.621 -0.799 -3.911
Cl -5.251 -2.371 -3.379
Cl -5.572 0.500 -3.171
Cl -2.923 -0.646 -3.416
Cl -4.735 -0.684 -5.679
C 3.691 -2.866 7.250
Cl 5.418 -3.093 6.905
Cl 3.377 -1.152 7.584
Cl 2.729 -3.380 5.850
Cl 3.238 -3.837 8.664
C -7.008 3.999 6.024
Cl -8.423 3.759 7.068
Cl -6.955 2.719 4.798
Cl -7.123 5.581 5.228
Cl -5.532 3.939 7.007
C 4.609 9.809 -8.721
Cl 4.584 11.059 -7.461
Cl 6.288 9.364 -9.079
Cl 3.727 8.380 -8.152
Cl 3.837 10.435 -10.191
C 9.489 1.325 0.883
Cl 8.845 0.331 2.207
Cl 10.399 0.295 -0.240
Cl 8.148 2.103 0.022
Cl 10.565 2.572 1.546
C 7.444 -4.053 -5.341
Cl 7.359 -5.539 -6.306
Cl 5.968 -3.894 -4.370
Cl 8.853 -4.125 -4.266
Cl 7.598 -2.654 -6.423
C 10.155 1.318 -7.253
Cl 9.252 2.837 -7.414
Cl 11.033 0.988 -8.760
Cl 11.309 1.454 -5.913
Cl 9.024 -0.009 -6.924
C -11.179 -5.335 3.567
Cl -10.862 -6.041 1.970
Cl -9.815 -5.670 4.649
Cl -11.379 -3.582 3.403
Cl -12.655 -6.047 4.245
C -1.330 6.480 -3.077
Cl -2.781 5.663 -2.466
Cl -1.427 8.213 -2.711
Cl 0.108 5.791 -2.298
Cl -1.216 6.251 -4.832
*
```